(1)
# C36H39BrI2N5NbOSeSi2

A molecular structure, C36H39BrI2N5NbOSeSi2 (wB97M-V/def2-TZVPD, OMol25).

XYZ file:
```
88
Properties=species:S:1:pos:R:3:forces:R:3:lowdin_charge:R:1
Nb -0.171028 -0.031654 -0.182414 -0.46 1.59 1.50 1.89
I 7.519820 -1.506186 1.430712 0.01 -0.07 0.18 0.87
C 5.478139 -1.211495 1.122586 -0.38 -0.33 0.42 -0.74
C 4.575320 -1.217343 2.204662 0.49 -0.10 -0.02 -0.21
C 3.224544 -1.028358 1.955017 0.10 -0.44 -0.73 -0.60
I 1.854190 -1.034483 3.523231 0.18 -0.14 0.06 1.08
C 2.772842 -0.903610 0.621924 0.22 0.37 0.46 -0.37
O 1.449094 -0.853988 0.399487 0.43 0.10 0.12 -0.38
C 3.706658 -0.761280 -0.428984 -0.67 0.43 0.41 -0.13
C 3.221967 -0.161633 -1.739275 0.73 -1.23 -0.39 -0.15
N 2.240201 0.899965 -1.591786 -0.67 0.22 -0.86 -0.08
C 2.768301 2.201289 -1.195723 0.41 0.39 0.34 -0.15
C 2.792744 2.367538 0.304766 0.21 0.12 1.31 -0.27
C 3.952073 2.872431 0.939087 -0.96 -0.28 -0.22 -0.01
C 3.967565 2.999358 2.320488 -0.46 -0.85 0.51 -0.05
C 2.858922 2.549979 3.072352 -0.49 0.52 -1.32 -0.06
C 1.706695 2.168361 2.362334 1.06 -0.52 -0.78 -0.18
N 1.708030 2.020528 1.009668 -0.18 0.31 0.36 0.08
C 5.059060 -1.015008 -0.186672 -0.16 0.00 0.31 -0.12
H 4.895211 -1.440535 3.234652 0.02 0.35 -0.67 0.09
H 2.746350 -0.956940 -2.339210 0.11 0.29 0.08 0.12
H 4.148193 0.157921 -2.276243 -0.66 0.01 0.11 0.13
H 1.749875 0.965475 -2.493017 0.29 0.19 0.60 0.10
H 2.153501 3.026440 -1.627979 0.53 -0.71 0.18 0.12
H 3.839772 2.336087 -1.461475 -0.59 -0.08 -0.56 0.12
H 4.814960 3.091863 0.323402 0.05 0.18 0.15 0.11
H 4.862331 3.336571 2.831513 -0.04 0.01 -0.06 0.11
H 2.839911 2.502570 4.152282 0.14 0.23 -0.02 0.10
H 0.804818 1.836609 2.876986 0.13 0.22 -0.19 0.08
H 5.801182 -1.114592 -0.990970 -0.51 0.50 0.24 0.10
Br -3.732200 -0.290728 -1.030087 0.38 -0.55 0.55 0.85
C -2.891458 -1.577417 -2.192350 0.69 0.57 -0.27 -0.59
C -3.698138 -1.819600 -3.267565 -0.18 -0.22 -1.29 -0.17
C -3.139975 -2.201159 -4.500978 -0.54 -0.03 -0.04 -0.08
C -1.768388 -2.264072 -4.639648 -0.44 -0.18 0.63 -0.08
C -0.944817 -2.232107 -3.503843 -2.29 -0.06 0.98 -0.21
C 0.378468 -2.731682 -3.672545 1.68 -0.31 1.43 -0.05
C 1.100236 -3.168647 -2.606208 -1.00 1.03 -1.39 -0.07
C 0.472018 -3.210713 -1.248978 -0.42 -0.38 0.45 -0.37
C -0.674311 -2.178506 -1.010002 0.26 0.88 0.73 -0.33
C -1.511730 -1.954188 -2.203028 -0.46 -0.65 -0.90 -0.24
H -4.768835 -1.620623 -3.172285 0.41 -0.05 -0.20 0.10
H -3.807895 -2.409548 -5.340928 0.29 0.24 0.21 0.11
H -1.301540 -2.435372 -5.597378 -0.06 -0.12 -0.16 0.11
H 0.705139 -2.809523 -4.702871 0.37 -0.06 0.12 0.11
H 2.048257 -3.636521 -2.770986 0.52 -0.19 0.08 0.10
H 1.217576 -3.051337 -0.456667 -0.09 -0.19 -0.32 0.10
C -0.221715 4.135438 -0.831525 -0.51 -0.02 0.28 -0.18
Si -1.517255 3.551737 0.458698 -0.74 -0.33 -0.85 0.47
C -1.317124 4.787181 1.918539 -0.44 0.23 0.09 -0.19
C -3.234782 3.824319 -0.412378 0.34 0.07 0.34 -0.18
N -1.421734 1.777447 0.776001 0.63 -0.48 -0.26 -0.16
C -2.280273 1.313338 1.762929 0.21 -0.40 0.52 -0.37
C -3.213818 2.064732 2.518002 0.05 -0.20 0.00 -0.07
C -4.008887 1.458897 3.495675 0.44 0.21 -0.23 -0.10
C -3.817631 0.114102 3.823543 -0.14 -0.19 0.01 -0.11
C -2.884148 -0.664943 3.138802 0.21 0.84 -0.37 -0.05
C -2.161102 -0.074991 2.083474 -1.05 0.63 0.24 -0.35
N -1.373794 -0.770046 1.201600 1.14 -0.29 -0.93 -0.27
Si -1.480072 -2.467565 0.705794 -0.08 -0.06 0.38 0.46
C -3.224179 -3.205597 0.784360 -0.19 -0.24 -0.22 -0.17
C -0.086925 -4.670005 -1.124137 -0.15 -0.08 -0.86 -0.05
C -0.371019 -3.396945 1.932890 -0.32 -0.40 0.11 -0.20
H -0.699953 4.833422 -1.556692 0.29 -0.44 0.51 0.04
H 0.145745 3.262700 -1.393809 0.02 0.44 0.19 -0.02
H 0.581437 4.677817 -0.296261 -0.14 -0.41 -0.46 0.03
H -1.874006 5.728141 1.629409 0.64 -0.89 0.21 0.05
H -0.252462 5.033082 2.022561 -0.17 0.07 -0.04 0.01
H -1.676652 4.511411 2.932316 0.13 -0.05 -0.71 0.03
H -3.402818 4.909459 -0.579399 0.04 -0.54 0.07 0.03
H -4.122370 3.403721 0.111808 0.67 0.26 -0.29 0.03
H -3.159402 3.339545 -1.401699 -0.08 0.14 0.31 0.02
H -3.301353 3.133006 2.334250 -0.21 -0.28 0.05 0.07
H -4.746837 2.071345 4.028744 0.32 -0.36 -0.20 0.10
H -4.433596 -0.338674 4.594438 0.16 0.05 0.01 0.09
H -2.665739 -1.689281 3.433400 -0.25 0.08 -0.16 0.10
H -3.666901 -3.300161 -0.227952 0.26 0.00 0.52 0.02
H -3.941125 -2.634147 1.397092 0.42 -0.02 -0.23 0.03
H -3.157909 -4.217121 1.234779 0.03 0.43 -0.29 0.04
H -0.681590 -4.934667 -2.036435 0.52 0.30 0.65 0.10
H 0.720703 -5.411424 -1.023764 -0.17 0.27 -0.07 0.09
H -0.761402 -4.799370 -0.286228 -0.04 0.02 0.32 0.04
H -0.541159 -3.059428 2.983662 0.16 -0.04 -0.86 0.01
H 0.686279 -3.283119 1.670252 -0.16 0.07 0.26 0.00
H -0.591800 -4.474801 1.924433 0.05 0.22 -0.05 0.03
Se -1.276298 1.173498 -4.852487 0.34 0.27 0.85 0.68
C -0.894525 1.007473 -3.144233 -0.22 -0.57 0.68 -0.87
N -0.695427 0.776337 -1.985533 -0.02 0.63 -1.62 -0.14
```
Positions in Å, forces in eV/Å.

Properties
Highest occupied orbital energy in Eh: -0.2561
E in eV: -216362.14943
HOMO-LUMO gap in eV: 5.671
Strongest force on any atom in eV/Å: 2.49



(2)
# C36H39CeN4OS6

A molecular structure, C36H39CeN4OS6 (wB97M-V/def2-TZVPD, OMol25).

XYZ file:
```
87
Properties=species:S:1:pos:R:3:forces:R:3:lowdin_charge:R:1
Ce 1.805178 18.084940 16.839171 2.15 -0.69 -0.17 -0.04
C 3.642655 22.179578 16.653078 0.85 0.88 0.94 -0.09
N 3.916927 20.881893 17.263100 -0.59 -0.67 -0.84 -0.14
C 5.167907 20.283669 16.797125 1.23 -0.46 -0.12 -0.16
C 5.128838 19.928118 15.257901 -1.31 -0.84 1.96 -0.15
N 4.464031 18.609247 15.067586 -0.22 1.53 -0.32 -0.18
C 3.940645 18.559299 13.698999 0.38 -0.16 -1.40 -0.11
C 5.237056 17.471083 15.404411 -1.10 -0.16 0.96 -0.30
C 6.514327 17.612842 15.948022 0.03 -0.60 -0.25 -0.04
C 7.207742 16.471164 16.382167 0.75 1.99 -0.30 -0.09
C 6.626798 15.259629 16.222476 0.40 -2.45 0.36 -0.11
C 5.324088 15.129348 15.764180 -0.89 -0.51 -0.50 -0.10
C 4.508624 16.236778 15.421029 3.99 -0.33 0.82 -0.64
S 2.849572 16.003705 15.171370 -2.31 0.58 0.62 0.66
C 3.366630 20.601612 18.547478 0.76 -0.22 0.13 -0.24
C 2.749808 21.637938 19.271803 -0.30 0.30 -0.10 -0.04
C 2.487340 21.473312 20.622975 -0.91 -0.13 0.27 -0.08
C 2.684961 20.270830 21.324537 0.50 -0.29 -2.92 -0.06
C 3.127656 19.145933 20.574301 -0.68 1.01 1.60 -0.11
C 3.453800 19.323282 19.221309 0.26 -1.02 -0.67 -0.54
S 3.931640 17.713570 18.488056 -1.07 1.06 -0.94 0.70
H 2.601254 22.365669 16.477532 -0.72 0.11 0.48 0.05
H 4.063567 22.336933 15.671904 0.46 -0.75 -0.30 0.08
H 4.128423 22.999223 17.239315 -0.66 -0.38 -0.08 0.11
H 5.366592 19.371192 17.436217 -0.18 1.02 -1.06 0.07
H 6.094496 20.945416 16.909885 -1.33 -0.28 0.29 0.15
H 6.133674 19.982235 14.871116 0.35 -0.10 -0.45 0.11
H 4.472831 20.597520 14.700787 0.44 0.36 0.34 0.09
H 4.738984 18.218838 12.966615 -0.79 0.42 0.71 0.13
H 3.614747 19.579192 13.401506 0.06 -0.77 0.10 0.07
H 3.096728 17.859781 13.622278 0.34 0.35 -0.10 0.02
H 6.977575 18.600173 16.040874 -0.16 -0.58 -0.10 0.11
H 8.232409 16.606935 16.747969 -0.50 -0.26 -0.01 0.12
H 7.195025 14.323062 16.496652 -0.74 1.17 -0.36 0.13
H 4.925693 14.102322 15.645834 0.05 0.81 0.28 0.11
H 2.411327 22.572210 18.774400 0.67 -0.74 0.46 0.12
H 1.965164 22.289651 21.137720 0.41 -0.26 -0.13 0.11
H 2.336031 20.253354 22.308547 -0.09 -0.45 1.47 0.08
H 3.207906 18.124411 21.063732 -0.09 1.48 -0.88 0.13
S 1.065777 20.324959 14.970882 -0.85 -0.01 0.27 0.74
C -0.593371 20.099914 14.644861 -0.17 2.85 -0.37 -0.59
N -1.411811 21.171015 14.366789 1.65 -1.10 1.10 -0.07
C -2.723325 20.907533 13.833768 -1.46 -1.38 -0.34 -0.10
C -3.435142 19.768830 14.654506 0.59 2.18 0.37 -0.08
N -2.547607 18.617832 14.850675 2.86 1.58 -1.20 -0.08
C -3.211618 17.359411 14.892962 0.12 -2.04 0.24 -0.15
C -3.735158 16.932042 13.528301 0.12 0.24 -1.77 -0.17
C -2.916591 16.930657 12.312577 -1.28 -0.80 1.64 -0.03
C -3.470813 16.570220 11.098980 -0.15 0.45 -0.13 -0.09
C -4.791779 16.126509 10.975678 0.57 0.28 0.98 -0.06
C -5.539819 16.065196 12.139207 -0.16 0.87 -0.34 -0.08
C -5.084938 16.596956 13.359430 -0.02 -0.61 -0.13 -0.04
C -1.178340 18.722201 14.633279 -1.73 -1.29 1.62 -0.56
S -0.091858 17.392744 14.696265 -1.31 0.78 -0.27 0.71
C -1.035355 22.636022 14.555837 -1.77 -0.80 -1.77 -0.08
C -1.705112 23.282403 15.731732 -0.43 0.71 0.28 -0.21
C -2.511194 24.420246 15.582060 -0.06 -1.32 -0.03 -0.03
C -3.281722 24.913073 16.644056 1.69 -0.09 -0.54 -0.05
C -3.105019 24.324463 17.898362 -0.86 0.55 -0.61 -0.06
C -2.226114 23.253202 18.051945 -0.72 0.85 1.39 -0.08
C -1.506474 22.773694 17.014058 0.81 -0.75 -1.91 -0.05
H -2.680022 20.650953 12.738057 0.19 -0.05 0.98 0.16
H -3.379300 21.778512 13.876093 0.35 0.15 0.30 0.13
H -4.308065 19.492065 14.098051 -0.35 -0.57 -0.44 0.12
H -3.852052 20.217265 15.620362 0.98 -0.82 -0.85 0.16
H -4.033579 17.432454 15.621643 0.14 -0.02 -0.29 0.14
H -2.490732 16.587348 15.273182 -0.59 0.71 -0.25 0.12
H -1.842512 17.035437 12.262976 0.10 0.53 0.65 0.09
H -2.827898 16.738384 10.246186 -0.11 -0.42 -0.27 0.11
H -5.233880 15.890292 10.025863 0.03 -0.23 -0.21 0.11
H -6.568558 15.761618 12.054450 -0.25 -0.11 0.14 0.10
H -5.880235 16.683760 14.124682 1.00 -0.07 -0.03 0.12
H -1.380336 23.074990 13.591470 0.16 0.06 0.73 0.14
H 0.004960 22.701160 14.533676 1.72 -0.01 0.30 0.07
H -2.552498 24.832825 14.589868 -0.30 0.39 -0.20 0.11
H -3.795851 25.833203 16.404897 -0.53 -0.11 0.63 0.11
H -3.689153 24.719815 18.729292 0.31 -0.26 -0.03 0.11
H -2.109865 22.866805 19.044805 0.19 -0.29 0.33 0.11
H -0.741071 22.004423 17.048159 -0.24 -0.24 0.69 0.09
C -2.954083 18.485319 19.126958 2.00 0.97 -0.07 -0.06
O -1.957387 17.374834 18.932558 -0.70 0.67 0.07 -0.22
C -0.686688 17.613641 18.580304 -2.15 -0.11 -0.48 -1.19
S -0.341160 19.250055 18.329462 1.42 0.09 -0.43 0.70
S 0.190053 16.206260 18.205516 0.45 0.99 0.04 0.73
H -3.778325 17.974730 19.578343 -0.39 -0.10 0.26 0.08
H -3.247643 19.039836 18.187931 0.50 -1.09 0.64 0.08
H -2.478267 19.284028 19.782871 -0.81 -1.21 -0.52 0.08
```
Positions in Å, forces in eV/Å.

Properties
Highest occupied orbital energy (spin up / spin down) in Eh: -0.3527 / -0.3526
E in eV: -123906.67959
ΔE to the lowest compared entry with this formula, charge and spin in kcal/mol: 0.0
Net charge: +1
HOMO-LUMO gap (spin up / spin down) in eV: 4.851 / 4.848
Strongest force on any atom in eV/Å: 4.08



Among the records above, which one has the lowest E?
C36H39BrI2N5NbOSeSi2